[1]
The following is a quantum chemistry calculation of a structure of composition C29H50P2Sc at a distorted geometry, from the Open Molecules 2025 dataset.

## Properties
F_max ... 4.55 eV Å⁻¹
Total energy ... -70151.491 eV
LUMO (spin up / spin down) ... -2.73 / -2.73 eV
Charge ... +1
HOMO level (spin up / spin down) ... -9.052 / -9.051 eV

Atoms and positions in Å:
Sc1 1.362687 -0.173627 -1.079750
C1 -0.349130 -1.047010 0.518366
C2 -0.011188 -2.112987 -0.387938
C3 1.893077 -1.556223 0.806234
C4 0.824530 -0.725624 1.264818
C5 1.365604 -2.465257 -0.175920
C6 -1.708455 -0.548709 0.874728
H1 -2.491845 -1.026211 0.278542
H2 -1.779722 0.540073 0.757083
H3 -1.933483 -0.760576 1.932242
C7 0.927603 0.318064 2.316337
H4 -0.067773 0.629078 2.651808
H5 1.464460 1.202114 1.951725
H6 1.498644 -0.069976 3.165958
C8 3.291520 -1.477723 1.295079
H7 3.305065 -1.410216 2.390575
H8 3.802486 -0.573880 0.935990
H9 3.866481 -2.353855 0.984917
C9 2.043380 -3.703030 -0.654427
H10 2.650490 -4.104194 0.170404
H11 2.729964 -3.514212 -1.490752
H12 1.318304 -4.464521 -0.971215
C10 -0.950590 -2.893120 -1.238256
H13 -0.973031 -3.933905 -0.879114
H14 -0.676072 -2.927840 -2.305762
H15 -1.962123 -2.486676 -1.167977
C11 -3.138846 2.905114 -2.272016
C12 -4.251372 2.545374 -2.937345
C13 -4.277992 1.708305 -4.190276
C14 -2.981230 1.788023 -5.046157
C15 -1.947860 0.684612 -4.747096
C16 -2.303640 0.020922 -3.512841
C17 -1.786331 0.699770 -2.317862
C18 -1.785920 2.261798 -2.367501
H16 -5.130731 2.041356 -4.837814
H17 -2.566477 2.804492 -5.024689
H18 -4.501652 0.651242 -3.886973
H19 -1.245057 2.651242 -3.245653
H20 -3.182196 3.726935 -1.535602
H21 -5.246767 2.896847 -2.602372
H22 -1.207035 2.600785 -1.497520
H23 -2.299772 0.355713 -1.413018
H24 -2.378532 -1.078078 -3.466961
H25 -0.693063 0.422767 -2.159333
H26 -3.332979 1.689890 -6.080760
H27 -1.960524 0.029952 -5.630524
P1 0.104718 1.144201 -4.746569
C19 0.304033 2.960309 -4.976251
C20 0.343110 0.737199 -6.541692
P2 1.679650 -0.966423 -3.273763
C21 1.791040 0.666632 -4.093927
C22 1.205826 -2.079311 -4.584938
C23 3.409838 -1.221825 -2.706745
H28 0.883279 3.384018 -4.144954
H29 -0.648711 3.493320 -5.089674
H30 0.874283 3.126319 -5.905030
H31 0.910859 1.565587 -7.011326
H32 -0.628769 0.690788 -7.055762
H33 0.900003 -0.194020 -6.712938
H34 4.136226 -0.680372 -3.332587
H35 3.693814 -2.276047 -2.786306
H36 3.498984 -0.886535 -1.651357
H37 2.143961 1.462578 -3.392472
H38 2.508752 0.547659 -4.942081
H39 1.390454 -3.113377 -4.249073
H40 1.766099 -1.850744 -5.514164
H41 0.121800 -1.981457 -4.777904
C24 3.697531 4.496095 0.644349
C25 3.867847 3.136905 1.325726
C26 5.349032 2.798402 1.489262
C27 3.202381 3.185596 2.698159
C28 3.230623 2.088058 0.528494
C29 2.708486 1.249476 -0.199135
H42 4.201664 5.275973 1.221515
H43 2.635482 4.766047 0.575664
H44 4.118401 4.489123 -0.363145
H45 5.846875 3.549156 2.104289
H46 5.478270 1.823337 1.977087
H47 5.841374 2.764955 0.514791
H48 2.151632 3.472684 2.594692
H49 3.256905 2.212234 3.193662
H50 3.690639 3.919350 3.345826

Cartesian forces (eV/Å) of the 2 atoms listed first:
-1.51 0.31 3.24
0.88 -0.83 -0.19

=====

[2]
The following is a quantum chemistry calculation of a structure of composition C21H14BrLiN6O7S, from the Open Molecules 2025 dataset.

## Properties
Relative energy (zero: lowest compared OMol25 entry of this formula, charge and spin) ... 0.000 eV
F_max ... 0.14 eV Å⁻¹
Total energy ... -126361.350 eV
LUMO ... -1.18 eV
Charge ... 0
HOMO level ... -9.343 eV

Atoms and positions in Å:
Li1 1.640375 -0.649972 -0.461078
O1 -0.339884 3.870501 0.758717
C1 0.884515 4.345565 0.853315
O2 1.197266 5.177023 1.677759
C2 1.912508 3.790773 -0.071744
C3 3.202708 4.268631 -0.091732
N1 3.891262 3.484648 -0.934268
N2 3.147489 2.505317 -1.465988
C4 1.934195 2.683285 -0.959736
C5 0.844978 1.690286 -1.281398
O3 -0.321761 2.003075 -0.971316
O4 1.208009 0.600379 -1.791133
H1 -0.401613 3.166484 0.029469
H2 3.644350 5.091773 0.443421
H3 4.869428 3.533441 -1.161198
Br1 -0.669157 0.237302 2.071402
C6 1.083502 0.939238 2.140191
C7 1.361195 1.961238 3.040917
C8 2.657316 2.433420 3.095265
C9 3.617412 1.881000 2.256695
C10 3.222634 0.901414 1.369130
N3 1.969477 0.426986 1.310083
C11 4.202298 0.384316 0.345643
O5 5.342410 0.774684 0.301151
O6 3.673034 -0.478779 -0.517281
H4 0.574965 2.378218 3.651678
H5 2.908949 3.240964 3.769151
H6 4.644744 2.214342 2.251742
O7 3.595826 -0.523831 -2.850724
N4 4.199051 0.021686 -2.106414
S1 -3.446167 -4.663729 0.057596
C12 -2.029181 -3.643261 -0.180121
C13 -0.833370 -4.083497 0.387074
C14 0.299275 -3.314251 0.226638
N5 0.318509 -2.161758 -0.447464
C15 -0.828983 -1.748469 -0.992609
C16 -2.018345 -2.449857 -0.889351
C17 -4.743267 -3.658777 -0.626424
C18 -5.313673 -2.635728 0.116812
C19 -6.336000 -1.896016 -0.459991
N6 -6.807145 -2.120808 -1.683835
C20 -6.256425 -3.109274 -2.381355
C21 -5.224022 -3.905279 -1.902957
H7 -0.788967 -5.004206 0.953444
H8 1.236861 -3.629735 0.669302
H9 -0.788177 -0.801479 -1.520293
H10 -2.909942 -2.052868 -1.352179
H11 -4.969173 -2.417895 1.118594
H12 -6.798942 -1.085818 0.091493
H13 -6.655719 -3.275538 -3.375363
H14 -4.804645 -4.695167 -2.510735

Cartesian forces (eV/Å) of the 2 atoms listed first:
0.14 0.03 -0.02
0.01 0.02 0.01

=====

[3]
The following is a quantum chemistry calculation of the molecule C4H5NO2S at a distorted geometry, from the Open Molecules 2025 dataset.

## Properties
Relative energy (zero: lowest compared OMol25 entry of this formula, charge and spin) ... 4.876 eV
F_max ... 5.14 eV Å⁻¹
Total energy ... -20645.304 eV
SMILES string ... O/N=C1/COC=CS1
LUMO ... 0.69 eV
Charge ... 0
HOMO level ... -8.083 eV

Atoms and positions in Å:
C1 0.902376 -0.056049 -0.025014
C2 -0.160170 -1.135497 0.306984
C3 -1.996973 0.160560 -0.338603
C4 -1.338847 1.355687 -0.063374
H1 3.823198 -0.320146 -0.332166
H2 -0.498977 -0.798021 1.274060
H3 0.288150 -2.066316 0.236173
H4 -3.102598 0.101019 -0.134485
H5 -1.997069 2.281118 0.321124
N1 2.106705 -0.475625 0.002785
O1 3.014186 0.349846 -0.470917
O2 -1.425238 -1.003966 -0.655887
S1 0.385256 1.607395 -0.120674

Cartesian forces (eV/Å) of the 2 atoms listed first:
-0.54 -1.48 0.45
-1.31 3.85 -1.44

=====

[4]
The following is a quantum chemistry calculation of a structure of composition C33H46BN3O3Zn, from the Open Molecules 2025 dataset.

## Properties
F_max ... 0.16 eV Å⁻¹
Total energy ... -94680.113 eV
LUMO ... 0.30 eV
Charge ... 0
HOMO level ... -7.694 eV

Atoms and positions in Å:
Zn1 -0.275077 0.265333 -0.061088
C1 -0.873855 3.512133 1.754724
C2 -1.601885 2.667453 2.804561
C3 -2.760941 1.866742 2.209876
C4 -0.584748 1.894487 3.632918
C5 -0.180584 2.474816 4.830679
C6 0.780108 1.893744 5.640821
C7 1.365302 0.707516 5.246421
C8 0.996205 0.082297 4.057902
C9 1.711163 -1.200225 3.668492
C10 1.440607 -2.334724 4.657254
C11 3.214535 -0.949531 3.527974
C12 0.005503 0.674796 3.257579
N1 -0.446107 -0.011721 2.086940
C13 -1.115077 -1.099250 2.295593
C14 -1.578885 -1.903500 1.220655
C15 -2.397990 -3.028605 1.201046
C16 -2.561471 -3.361675 -0.146585
C17 -1.830445 -2.426595 -0.894263
N2 -1.227649 -1.549780 -0.064920
C18 -1.733018 -2.307816 -2.398401
C19 -0.323106 -1.886997 -2.824971
C20 -2.067833 -3.647702 -3.057603
C21 -2.739162 -1.249358 -2.873761
H1 -1.586128 4.061252 1.131805
H2 -0.264878 2.897669 1.092129
H3 -0.211779 4.232560 2.238302
H4 -2.056570 3.371604 3.507022
H5 -2.453977 1.186511 1.419385
H6 -3.487273 2.556644 1.774676
H7 -3.268371 1.284906 2.983081
H8 -0.643623 3.406975 5.133998
H9 1.066971 2.365447 6.572225
H10 2.124283 0.251376 5.871079
H11 1.345991 -1.518661 2.693771
H12 1.797731 -2.083557 5.658023
H13 1.950890 -3.247859 4.341980
H14 0.373222 -2.550946 4.730643
H15 3.665823 -0.686001 4.486656
H16 3.405967 -0.126382 2.838843
H17 3.721732 -1.845051 3.158358
H18 -1.349680 -1.409216 3.315581
H19 -2.828683 -3.522726 2.059364
H20 -3.138103 -4.182227 -0.541851
H21 0.419139 -2.629607 -2.521491
H22 -0.040497 -0.921355 -2.399899
H23 -0.278149 -1.790403 -3.911995
H24 -1.390630 -4.436107 -2.721626
H25 -1.980068 -3.559112 -4.142427
H26 -3.090093 -3.956229 -2.832742
H27 -2.532674 -0.277428 -2.423675
H28 -3.756045 -1.536572 -2.597730
H29 -2.693417 -1.145748 -3.961343
C22 -4.136391 7.273056 -4.432631
C23 -4.507533 6.003797 -3.665701
C24 -5.348231 5.113856 -4.592686
C25 -5.353434 6.411487 -2.451686
C26 -3.277391 5.223597 -3.196305
C27 -1.976404 5.639514 -3.476278
C28 -0.850737 4.927281 -3.055203
C29 -1.072929 3.777086 -2.339791
O1 -0.174333 2.886526 -1.809696
B1 -0.923982 1.893821 -1.164630
O2 -2.289813 2.187939 -1.326929
C30 -2.359396 3.350969 -2.049992
C31 -3.470488 4.045247 -2.461577
H30 -5.047614 7.788347 -4.742186
H31 -3.561034 7.047150 -5.332742
H32 -3.556281 7.962334 -3.815428
H33 -6.234056 5.654659 -4.935418
H34 -5.682653 4.208606 -4.083358
H35 -4.768538 4.812435 -5.467487
H36 -6.239104 6.962748 -2.777555
H37 -4.779627 7.050859 -1.777559
H38 -5.691014 5.542653 -1.884702
H39 -1.815522 6.547332 -4.039997
H40 0.151302 5.265956 -3.282572
H41 -4.459595 3.679471 -2.216090
C32 3.793507 -1.487981 -0.176886
C33 2.298757 -1.389924 -0.059081
N3 1.605920 -2.520080 0.108600
O3 1.752293 -0.282131 -0.149455
H42 4.176070 -2.474939 0.076573
H43 4.246292 -0.740335 0.469213
H44 4.066931 -1.245842 -1.204292
H45 2.070795 -3.409411 0.120208
H46 0.590230 -2.471980 0.136832

Cartesian forces (eV/Å) of the 2 atoms listed first:
-0.07 0.06 0.04
-0.04 0.07 -0.06